Formula: C43H57NO5P3SiSr
Source: the OMol25 dataset
Level of theory: ωB97M-V/def2-TZVPD

Cartesian coordinates (Å):
Sr -1.3674 0.6231 -0.9807
C 1.4212 4.0389 -2.9520
C 0.5916 3.6559 -1.7292
C -0.2967 4.8180 -1.2662
P 1.4304 2.8699 -0.2408
C 2.1186 4.2954 0.7158
C 2.8099 3.7357 1.9676
C 2.9973 5.3611 0.0607
C 2.8687 1.9741 -0.9826
C 3.9330 2.6228 -1.6219
C 4.9848 1.9090 -2.1841
C 4.9702 0.5216 -2.1229
C 3.9204 -0.1371 -1.4921
C 2.8533 0.5550 -0.8952
Si 1.3598 -0.3182 -0.0107
C 1.9418 -2.2055 -0.0139
C 3.1104 -2.6218 0.6595
C 3.5789 -3.9253 0.6290
C 2.8849 -4.8922 -0.0931
C 1.7242 -4.5298 -0.7558
C 1.2360 -3.2123 -0.7205
P -0.3530 -2.7858 -1.5563
C 0.1345 -2.7424 -3.3460
C 1.1565 -1.6180 -3.5549
C 0.6530 -4.0424 -3.9431
C -1.3024 -4.3679 -1.4208
C -1.4361 -4.8006 0.0358
C -2.6902 -4.1298 -2.0350
C 1.8277 0.1540 1.8297
C 3.1570 0.4089 2.2147
C 3.5155 0.7350 3.5156
C 2.5320 0.8452 4.4889
C 1.2034 0.6447 4.1361
C 0.8358 0.3044 2.8273
P -0.9382 0.2168 2.3251
C -1.8337 0.9939 3.7501
C -2.1102 0.1599 4.9996
C -3.1361 1.6308 3.2401
C -1.3083 -1.6133 2.3681
C -2.8194 -1.8137 2.1868
C -0.7701 -2.4744 3.5103
H 0.7523 4.3646 -3.7575
H 2.0155 3.2061 -3.3269
H 2.1019 4.8681 -2.7395
H -0.0891 2.8653 -2.0689
H 0.3153 5.6752 -0.9668
H -0.9434 4.5396 -0.4309
H -0.9414 5.1484 -2.0879
H 1.1945 4.7774 1.0433
H 3.7143 3.1799 1.6947
H 2.1653 3.0512 2.5280
H 3.1090 4.5531 2.6346
H 4.0112 4.9909 -0.1093
H 3.0812 6.2191 0.7378
H 2.6000 5.7288 -0.8877
H 3.9322 3.7013 -1.7131
H 5.7974 2.4332 -2.6757
H 5.7800 -0.0514 -2.5633
H 3.9369 -1.2224 -1.4518
H 3.6776 -1.8997 1.2312
H 4.4853 -4.1879 1.1668
H 3.2408 -5.9164 -0.1335
H 1.1742 -5.2938 -1.3013
H -0.7856 -2.4453 -3.8514
H 2.1020 -1.8469 -3.0525
H 0.7985 -0.6617 -3.1711
H 1.3669 -1.4885 -4.6220
H 1.5873 -4.3595 -3.4673
H 0.8637 -3.8877 -5.0085
H -0.0680 -4.8622 -3.8703
H -0.8071 -5.1634 -1.9823
H -1.8702 -3.9930 0.6294
H -0.4774 -5.0616 0.4884
H -2.1026 -5.6675 0.1166
H -3.2565 -3.4149 -1.4241
H -3.2615 -5.0655 -2.0689
H -2.6533 -3.7162 -3.0477
H 3.9396 0.3840 1.4577
H 4.5561 0.9237 3.7630
H 2.7883 1.1100 5.5098
H 0.4471 0.7811 4.8989
H -1.1699 1.8175 4.0203
H -2.8692 -0.6010 4.8034
H -2.5045 0.8094 5.7889
H -1.2314 -0.3506 5.3919
H -3.8443 0.8640 2.9032
H -2.9553 2.3123 2.4086
H -3.6227 2.1963 4.0439
H -0.8065 -1.9482 1.4509
H -3.3745 -1.4596 3.0606
H -3.0654 -2.8689 2.0571
H -3.2124 -1.2746 1.3172
H -1.3719 -2.3660 4.4156
H 0.2668 -2.2285 3.7547
H -0.7986 -3.5326 3.2208
O -7.4366 0.6592 -1.3506
C -6.1056 0.8339 -1.5253
C -5.3702 0.0356 -2.4038
C -4.0202 0.2856 -2.5139
N -3.4274 1.2655 -1.8143
C -4.1344 2.0035 -0.9384
C -5.4903 1.8286 -0.7672
C -3.2695 2.9332 -0.0635
O -3.7908 3.9277 0.4236
O -2.0708 2.4795 0.0788
C -3.0490 -0.5881 -3.3315
O -3.5117 -1.2888 -4.2237
O -1.8418 -0.4943 -2.9044
H -7.7340 -0.0578 -1.9216
H -5.8142 -0.7672 -2.9849
H -6.0406 2.4350 -0.0591

Force components x, y, z for each atom (eV/Å):
2.84 -1.16 1.42
0.01 0.12 -0.07
-0.02 0.08 0.07
0.03 0.08 -0.02
-0.04 -0.31 -0.37
0.15 0.01 0.19
0.03 0.03 -0.02
0.06 0.07 0.03
0.14 -0.17 0.00
-0.06 -0.12 0.00
-0.10 -0.05 0.05
-0.07 0.02 0.03
-0.09 0.13 0.03
0.19 0.18 -0.03
0.79 -0.36 0.38
0.15 -0.24 -0.09
-0.23 0.05 -0.11
-0.07 -0.05 -0.06
-0.02 0.11 0.01
-0.01 0.06 0.02
0.19 0.08 0.08
0.17 0.18 0.50
0.09 0.15 -0.06
0.03 -0.08 -0.01
0.09 -0.10 -0.15
-0.19 -0.08 -0.17
-0.06 -0.07 0.09
-0.06 0.00 0.01
0.09 0.10 0.13
-0.14 -0.15 -0.08
-0.06 -0.05 0.00
-0.04 -0.02 -0.08
0.06 0.01 -0.08
0.06 0.09 0.01
0.31 -0.35 -0.26
-0.24 0.11 0.01
-0.07 0.03 0.13
-0.07 -0.05 0.04
-0.10 -0.04 0.07
-0.01 0.04 -0.01
0.02 -0.05 0.05
0.04 -0.01 0.06
-0.03 0.00 0.03
-0.05 -0.06 -0.03
-0.04 -0.06 -0.03
-0.06 -0.05 -0.04
0.10 -0.04 -0.05
0.05 -0.04 0.04
-0.07 0.09 0.06
-0.10 0.08 0.00
0.04 0.10 -0.11
-0.03 -0.05 -0.06
-0.07 0.01 0.02
0.01 -0.03 -0.04
0.01 -0.05 0.10
0.00 -0.08 0.02
-0.03 -0.02 0.02
-0.03 0.02 0.01
0.00 0.07 0.01
0.00 0.10 0.02
-0.06 0.01 -0.03
-0.02 0.04 0.01
0.09 0.11 0.07
-0.05 0.00 -0.04
-0.07 0.00 -0.03
-0.03 -0.04 0.01
-0.03 -0.04 0.05
-0.09 0.03 -0.03
-0.01 -0.05 0.08
0.07 0.10 -0.03
-0.02 -0.05 0.02
-0.02 0.01 0.01
-0.07 0.02 -0.05
0.04 0.06 -0.01
0.08 -0.07 -0.05
0.05 0.08 0.01
0.06 -0.05 0.09
-0.10 -0.06 0.06
-0.06 -0.01 -0.02
-0.01 -0.02 -0.06
0.05 -0.03 -0.03
0.04 0.09 0.03
0.05 0.06 0.05
0.01 -0.04 -0.01
0.01 0.04 -0.03
0.06 0.08 0.02
0.04 -0.05 0.07
0.04 -0.07 -0.05
-0.01 0.00 -0.04
0.06 -0.05 -0.12
0.03 -0.06 -0.01
0.06 -0.02 0.02
0.06 -0.02 -0.05
-0.07 0.01 -0.05
-0.01 0.10 0.02
-0.23 -0.10 -0.03
0.09 0.01 0.00
-0.19 0.12 0.05
0.28 0.49 0.15
-1.94 0.28 -0.36
0.35 -0.20 -0.34
-0.04 -0.03 -0.14
0.33 -0.35 -0.06
0.11 -0.05 0.05
-1.58 1.79 0.40
0.31 0.14 0.29
0.09 -0.07 0.01
-1.25 -0.45 -1.66
-0.02 0.01 0.02
0.01 0.07 0.05
0.01 -0.06 -0.06

Its total charge is -1. As for the HOMO energy: -3.73 eV.

Here are the Löwdin charges for atoms 1 to 5, given in e: Sr 1.26; C -0.12; C -0.54; C -0.12; P 1.07